No. 1
{"formula": "C2CsF6O6S2", "method": "ωB97M-V with the def2-TZVPD basis set", "elements": ["Cs", "C", "F", "F", "F", "S", "O", "O", "O", "C", "F", "F", "F", "S", "O", "O", "O"], "positions_angstrom": [[1.928, 0.381, -1.613], [-0.296, 4.516, 0.817], [-1.412, 5.323, 0.729], [0.707, 4.930, 0.045], [0.197, 4.536, 2.119], [-0.622, 2.755, 0.212], [-1.667, 2.157, 1.051], [-0.942, 2.972, -1.190], [0.612, 1.968, 0.262], [0.825, -4.380, -0.556], [0.566, -4.716, -1.828], [0.463, -5.384, 0.307], [2.060, -4.032, -0.346], [-0.405, -2.961, -0.043], [-0.491, -3.027, 1.394], [0.126, -1.690, -0.576], [-1.651, -3.349, -0.783]], "atomic_forces_ev_per_a": [[-0.579, -0.179, 0.303], [0.049, -1.130, 1.108], [2.029, -0.982, 0.158], [-0.368, 1.038, -0.003], [-1.090, 0.272, -1.565], [-1.861, -2.695, -0.343], [1.102, 1.698, -0.689], [-0.393, 0.826, 0.304], [0.766, 1.080, 0.967], [-4.094, 1.498, 1.624], [0.995, -0.436, 0.539], [1.001, 0.033, -1.309], [1.468, -0.342, -0.367], [-2.885, 0.149, -2.062], [0.563, -0.210, -0.196], [0.846, -0.840, 0.134], [2.452, 0.220, 1.395]], "e_lumo_ev": 1.4, "homo_energy_ev": -6.12, "e_above_lowest_ev": 1.5206, "charge": -1, "homo_lumo_gap_ev": 7.52}

No. 2
{"formula": "C2CsO3", "method": "ωB97M-V with the def2-TZVPD basis set", "elements": ["O", "C", "O", "C", "O", "Cs"], "positions_angstrom": [[-3.721, 0.081, -0.021], [-4.534, 0.863, 0.066], [2.339, -0.287, 0.158], [3.300, 0.337, -0.161], [3.542, 1.460, 0.053], [-0.926, -2.454, -0.096]], "atomic_forces_ev_per_a": [[-0.214, 0.210, 0.034], [0.270, -0.262, -0.033], [0.982, -4.317, -1.932], [-5.477, 3.627, 4.040], [4.380, 0.615, -2.129], [0.060, 0.127, 0.021]], "e_lumo_ev": -4.6, "homo_energy_ev": -15.15, "charge": 1, "homo_lumo_gap_ev": 10.54}

No. 3
{"formula": "C2F2I4", "method": "ωB97M-V with the def2-TZVPD basis set", "elements": ["C", "C", "F", "F", "I", "I", "I", "I"], "positions_angstrom": [[-0.087, -0.945, -0.649], [0.151, 0.836, 0.747], [-0.922, -1.750, -0.012], [1.109, -1.512, -0.694], [-0.788, -0.242, -2.508], [1.505, 0.140, 2.208], [0.875, 2.374, -0.497], [-1.843, 1.099, 1.404]], "atomic_forces_ev_per_a": [[-0.233, -1.927, -1.455], [0.216, 2.296, 1.971], [0.153, -0.116, -0.025], [-0.071, -0.029, -0.015], [-0.351, -0.314, -0.589], [-0.247, 0.137, -0.189], [0.131, -0.032, 0.419], [0.402, -0.015, -0.117]], "e_lumo_ev": [-0.9, -3.0], "homo_energy_ev": [-6.82, -9.38], "s_squared": 2.0135, "charge": 0, "multiplicity": 3, "homo_lumo_gap_ev": [5.95, 6.41]}

No. 4
{"formula": "C2F2NO4", "method": "ωB97M-V with the def2-TZVPD basis set", "elements": ["C", "C", "N", "O", "O", "O", "O", "F", "F"], "positions_angstrom": [[-2.991, -0.737, -0.143], [2.264, 0.461, -0.496], [0.754, 0.547, 0.205], [-2.834, -1.671, -0.802], [-0.190, 0.056, -0.359], [-3.171, 0.103, 0.605], [0.703, 1.398, 1.135], [3.088, 0.809, 0.538], [2.378, -0.964, -0.683]], "atomic_forces_ev_per_a": [[0.570, -1.392, -0.168], [-1.392, -0.454, -0.542], [2.706, 2.049, 1.178], [0.020, -0.453, -0.888], [-0.728, -0.278, 0.039], [-0.534, 1.892, 1.087], [-0.879, -1.567, -1.402], [-0.019, -0.844, 0.012], [0.256, 1.046, 0.683]], "e_lumo_ev": 3.2, "homo_energy_ev": -3.59, "e_above_lowest_ev": 0.0000, "charge": -1, "homo_lumo_gap_ev": 6.76}

No. 5
{"formula": "C2F2O", "method": "ωB97M-V with the def2-TZVPD basis set", "elements": ["C", "C", "O", "F", "F"], "positions_angstrom": [[0.019, -0.269, 0.091], [0.838, 0.438, 0.755], [-0.558, -1.035, -0.691], [1.019, 1.132, 1.898], [-1.318, -0.267, -2.053]], "atomic_forces_ev_per_a": [[-0.475, 0.284, -0.319], [-0.191, 0.591, 1.523], [0.397, 1.049, -0.042], [-0.637, -1.619, -2.719], [0.906, -0.305, 1.558]], "e_lumo_ev": -3.5, "homo_energy_ev": -11.08, "e_above_lowest_ev": 4.9830, "charge": 0, "homo_lumo_gap_ev": 7.57}

No. 6
{"formula": "C2F3OP", "method": "ωB97M-V with the def2-TZVPD basis set", "elements": ["C", "C", "O", "F", "F", "F", "P"], "positions_angstrom": [[0.443, -0.854, -0.446], [-0.106, 0.257, -0.030], [-0.422, 2.725, 1.180], [1.665, -1.152, 0.012], [0.055, -1.687, -1.335], [-2.085, -0.903, -0.293], [0.450, 1.614, 0.911]], "atomic_forces_ev_per_a": [[2.163, -1.079, -0.071], [-3.401, 0.148, 0.012], [-1.374, 1.169, 0.202], [-0.648, -0.212, -0.580], [0.116, -0.104, 0.274], [1.454, 1.258, 0.212], [1.689, -1.180, -0.049]], "e_lumo_ev": [-2.9, -3.1], "homo_energy_ev": [-11.16, -10.43], "e_above_lowest_ev": 4.1922, "charge": 0, "homo_lumo_gap_ev": [8.23, 7.35]}

No. 7
{"formula": "C2F3OP", "method": "ωB97M-V with the def2-TZVPD basis set", "elements": ["C", "C", "O", "F", "F", "F", "P"], "positions_angstrom": [[-1.106, -0.167, 0.017], [0.160, 0.187, -0.037], [2.829, 0.311, -0.290], [-1.434, -1.449, 0.027], [-2.171, 0.582, 0.031], [0.545, 2.016, 0.126], [1.810, -0.624, 0.120]], "atomic_forces_ev_per_a": [[-1.269, -0.167, -0.008], [2.201, 4.781, 0.530], [0.990, 1.046, -0.413], [0.237, 0.467, -0.031], [0.584, -0.101, 0.044], [-1.572, -4.693, -0.509], [-1.172, -1.333, 0.387]], "e_lumo_ev": -1.8, "homo_energy_ev": -10.77, "e_above_lowest_ev": 2.2867, "charge": 0, "homo_lumo_gap_ev": 8.95}

No. 8
{"formula": "C2F4N2", "method": "ωB97M-V with the def2-TZVPD basis set", "elements": ["C", "C", "N", "N", "F", "F", "F", "F"], "positions_angstrom": [[-1.140, 0.021, 0.214], [1.313, -0.007, 0.024], [-2.252, 0.449, 0.059], [0.015, 0.017, 0.540], [2.146, 0.518, 0.919], [1.763, -1.257, -0.270], [1.386, 0.606, -1.140], [-3.231, -0.347, -0.346]], "atomic_forces_ev_per_a": [[2.644, 0.177, -0.168], [0.095, -1.190, -0.586], [-1.465, 1.882, -0.036], [0.680, -1.227, 1.318], [-0.136, 0.175, -0.391], [-0.597, 0.175, 0.898], [0.250, 1.325, -0.543], [-1.470, -1.316, -0.493]], "e_lumo_ev": -0.6, "homo_energy_ev": -10.97, "smiles": "FN=C=NC(F)(F)F", "e_above_lowest_ev": 1.1344, "charge": 0, "homo_lumo_gap_ev": 10.34}

No. 9
{"formula": "C2F4OS", "method": "ωB97M-V with the def2-TZVPD basis set", "elements": ["C", "C", "O", "F", "F", "F", "F", "S"], "positions_angstrom": [[-0.213, 0.613, -0.618], [0.024, -0.925, -0.123], [0.449, 1.507, -0.154], [-1.243, 0.696, -1.432], [1.286, -1.058, 0.290], [-0.153, -1.753, -1.258], [-0.735, -1.448, 0.866], [0.585, 2.369, 2.429]], "atomic_forces_ev_per_a": [[1.139, -0.226, 2.832], [0.308, -1.493, -1.487], [-1.711, -1.765, -1.881], [0.489, 0.283, 0.102], [-0.543, 0.402, -0.473], [0.228, 1.477, 1.903], [0.082, 1.277, -1.181], [0.007, 0.044, 0.185]], "e_lumo_ev": [-2.6, -2.6], "homo_energy_ev": [-9.94, -9.94], "e_above_lowest_ev": 1.3708, "charge": 0, "homo_lumo_gap_ev": [7.36, 7.37]}

No. 10
{"formula": "C2F5N", "method": "ωB97M-V with the def2-TZVPD basis set", "elements": ["C", "C", "N", "F", "F", "F", "F", "F"], "positions_angstrom": [[-1.028, 0.070, 0.010], [0.722, -0.153, 0.174], [1.347, -0.400, -0.860], [-1.424, 0.369, 1.279], [-1.152, 1.093, -0.755], [1.028, 0.127, 1.433], [-2.191, -0.774, -0.481], [2.698, -0.332, -0.799]], "atomic_forces_ev_per_a": [[-0.053, -1.094, 1.692], [-12.403, 3.357, 11.919], [7.739, -4.105, -12.380], [0.439, -0.426, -1.267], [-0.042, 1.478, -1.144], [1.067, -0.769, -0.612], [3.843, 0.833, 1.143], [-0.590, 0.727, 0.649]], "e_lumo_ev": [0.2, -4.6], "homo_energy_ev": [-7.41, -12.74], "e_above_lowest_ev": 0.0000, "s_squared": 2.0091, "charge": 0, "multiplicity": 3, "homo_lumo_gap_ev": [7.65, 8.16]}

No. 11
{"formula": "C2F5P", "method": "ωB97M-V with the def2-TZVPD basis set", "elements": ["C", "C", "F", "F", "F", "F", "F", "P"], "positions_angstrom": [[-1.811, -0.504, 0.870], [1.238, 0.072, -0.600], [-2.269, 0.198, 1.912], [-2.104, 0.180, -0.186], [0.677, 1.263, -0.581], [0.776, -0.543, -1.690], [2.567, 0.184, -0.779], [0.926, -0.850, 1.053]], "atomic_forces_ev_per_a": [[0.320, 0.426, 0.929], [0.079, -1.316, 0.691], [0.368, -0.579, -1.069], [-0.097, 0.106, 0.123], [-0.069, 1.260, 0.002], [-0.323, -0.498, -0.254], [0.187, 0.431, 0.093], [-0.465, 0.171, -0.515]], "e_lumo_ev": [-2.1, -2.1], "homo_energy_ev": [-9.51, -8.90], "e_above_lowest_ev": 2.9588, "charge": 0, "homo_lumo_gap_ev": [7.39, 6.79]}

No. 12
{"formula": "C2F6N2O2", "method": "ωB97M-V with the def2-TZVPD basis set", "elements": ["C", "C", "N", "N", "O", "O", "F", "F", "F", "F", "F", "F"], "positions_angstrom": [[-0.460, 1.665, 0.070], [0.561, -1.284, -1.174], [-0.398, -0.068, 2.172], [-0.197, 0.028, 0.998], [-0.557, -0.915, 2.976], [-0.286, -1.104, -0.236], [0.675, 1.801, -0.545], [-1.438, 1.475, -0.683], [-0.618, 2.478, 1.117], [0.653, -2.615, -1.568], [0.221, -0.517, -2.279], [1.844, -0.944, -0.848]], "atomic_forces_ev_per_a": [[2.459, -1.990, 3.633], [1.797, -0.373, -1.163], [-0.255, 0.348, 0.087], [0.466, 3.729, -3.055], [-0.088, -1.061, 0.845], [-1.976, -1.259, 1.299], [-0.855, 0.237, 0.419], [-1.029, 0.151, -0.373], [-0.075, -0.752, -2.008], [-0.538, 1.653, 0.173], [0.515, -0.841, 0.335], [-0.422, 0.158, -0.193]], "e_lumo_ev": [-1.3, -1.3], "homo_energy_ev": [-10.25, -10.25], "e_above_lowest_ev": 2.0208, "charge": 0, "homo_lumo_gap_ev": [8.98, 8.98]}